# 1
8
Properties=species:S:1:pos:R:3:forces:R:3 method="wB97M-V/def2-TZVPD" smiles="NNC=S" spin_multiplicity=1 total_charge=0 relative_energy_kj_mol=189.6
C 1.554 -0.272 -0.222 -0.87 -0.71 1.20
N -0.824 0.234 -0.168 -0.46 -0.42 0.36
N 0.520 0.491 0.182 0.84 2.31 -0.33
S 3.151 0.060 -0.012 -0.42 0.06 -0.30
H 1.169 -1.293 -0.492 0.46 0.93 -0.21
H -0.994 -0.073 -1.139 0.45 0.86 0.68
H -1.309 1.082 0.117 -0.36 -0.60 -0.61
H 0.656 1.516 0.486 0.37 -2.43 -0.78

***

# 2
18
Properties=species:S:1:pos:R:3:forces:R:3 method="wB97M-V/def2-TZVPD" spin_multiplicity=1 total_charge=0 relative_energy_kj_mol=524.9
C -3.397 -0.438 -0.219 0.43 -2.82 -0.92
C -2.195 0.976 0.588 2.27 3.02 1.14
C 1.245 1.154 1.089 0.18 1.26 0.29
C 1.088 0.640 -1.598 -0.29 1.39 -1.97
C 0.800 -1.523 0.343 3.11 1.28 -1.30
N -3.441 0.658 0.470 -1.81 2.39 1.15
N -2.174 -0.858 -0.512 0.72 -0.50 -0.19
N -1.379 0.104 0.058 0.02 -1.70 -1.31
S 0.631 0.267 -0.085 0.70 -0.64 -0.50
H -4.266 -1.043 -0.423 0.02 0.02 -0.30
H -1.737 1.913 0.939 -0.75 -0.48 0.34
H 1.417 0.632 2.025 -0.05 0.30 -0.15
H 1.352 2.273 0.962 -0.26 -1.74 0.15
H 0.455 0.326 -2.500 0.82 0.23 1.79
H 1.603 1.668 -1.743 -0.96 -1.95 0.68
H 1.846 -1.874 0.688 -1.68 1.11 -0.91
H 0.106 -1.603 1.061 -2.38 -0.62 2.95
H 0.417 -2.026 -0.508 -0.07 -0.55 -0.92

***

# 3
9
Properties=species:S:1:pos:R:3:forces:R:3 method="wB97M-V/def2-TZVPD" spin_multiplicity=1 total_charge=0 relative_energy_kj_mol=456.6
C 0.442 -0.824 0.385 -0.71 1.63 -1.37
C -0.768 1.151 -0.918 0.87 -0.86 0.70
O 2.318 -2.548 0.452 0.54 -0.45 0.01
O -0.050 -0.645 1.560 0.03 -0.29 0.15
S 1.623 -1.591 -0.430 -0.87 0.37 0.75
Cl 0.340 2.414 -1.241 -0.13 -0.21 0.01
Cl -1.817 1.389 0.418 -0.32 0.23 -0.02
H -1.238 0.697 -1.775 0.05 -0.08 -0.03
H -0.851 -0.044 1.549 0.53 -0.34 -0.20

***

# 4
14
Properties=species:S:1:pos:R:3:forces:R:3 method="wB97M-V/def2-TZVPD" smiles="CC=C=C=CO.[H][H]" spin_multiplicity=1 total_charge=0 relative_energy_kj_mol=364.0
C 1.733 0.505 -1.604 0.05 0.05 0.06
C 0.477 -0.322 -1.643 -0.10 -0.08 0.09
C -0.316 -0.558 -0.620 -0.05 -0.08 0.07
C -1.080 -0.821 0.364 0.09 -0.02 -0.07
C -1.863 -1.156 1.370 -0.03 -0.12 -0.33
O -1.743 -0.748 2.661 0.25 0.13 0.05
H 2.615 -0.140 -1.711 -0.12 0.10 0.01
H 1.756 1.223 -2.432 -0.03 -0.10 0.13
H 1.827 1.056 -0.664 -0.04 -0.11 -0.13
H 0.300 2.122 1.387 -0.03 0.00 0.08
H 0.226 -0.793 -2.593 -0.01 0.06 0.12
H -2.711 -1.824 1.249 0.09 0.13 -0.04
H -0.280 1.670 1.494 0.04 0.09 -0.06
H -0.940 -0.214 2.743 -0.12 -0.05 0.03

***

# 5
8
Properties=species:S:1:pos:R:3:forces:R:3 method="wB97M-V/def2-TZVPD" spin_multiplicity=1 total_charge=0 relative_energy_kj_mol=258.0
O -0.470 -0.489 -0.845 0.42 0.22 0.42
C -1.269 0.071 -0.040 0.25 -0.11 -0.16
C -0.866 0.790 1.161 0.39 -0.02 0.01
C 0.394 0.679 1.137 -0.19 -0.14 -0.25
C 1.568 0.274 0.633 -0.37 -0.08 -0.18
C 1.311 -0.380 -0.450 -0.71 0.05 -0.01
H -2.337 -0.008 -0.292 0.34 -0.05 -0.04
H 1.669 -0.938 -1.302 -0.12 0.13 0.20

***

# 6
35
Properties=species:S:1:pos:R:3:forces:R:3 method="wB97M-V/def2-TZVPD" energy_ha=-2256.3421 spin_multiplicity=1 total_charge=0
Au 0.164 -1.542 -0.204 -0.49 -0.14 0.76
Cl 2.940 -1.968 -0.638 0.29 -0.02 -0.08
C 3.448 -1.768 1.025 -0.08 -0.01 -0.02
C 4.804 -1.538 1.202 -0.03 0.00 -0.01
C 5.315 -1.377 2.475 0.01 0.00 0.01
C 4.455 -1.452 3.557 0.00 0.00 0.05
C 3.106 -1.682 3.357 -0.04 -0.01 -0.01
Cl 2.107 -1.766 4.780 0.00 -0.01 -0.07
C 2.526 -1.852 2.083 0.05 0.00 0.03
S 0.807 -2.189 1.957 0.26 0.04 -0.40
H 5.449 -1.492 0.335 -0.02 0.00 0.00
H 6.372 -1.200 2.624 -0.02 0.00 0.00
H 4.822 -1.333 4.568 -0.02 -0.01 -0.02
C -4.163 -1.866 -1.310 0.04 -0.15 -0.03
C -2.792 -2.153 -1.292 0.07 -0.01 0.00
N -1.863 -1.218 -1.246 0.05 0.27 -0.04
C -2.247 0.081 -1.241 0.10 -0.09 -0.09
C -3.594 0.460 -1.262 -0.08 0.12 -0.01
C -4.559 -0.559 -1.286 -0.12 0.12 -0.01
C -3.951 1.855 -1.251 -0.08 -0.16 -0.01
C -3.005 2.809 -1.221 0.16 0.07 0.00
C -1.609 2.459 -1.204 -0.13 0.13 0.02
C -0.589 3.425 -1.162 -0.10 0.08 -0.03
C 0.719 3.026 -1.157 0.11 -0.05 -0.01
C 1.002 1.653 -1.193 0.01 -0.02 0.02
N 0.065 0.731 -1.219 -0.02 0.09 -0.07
C -1.224 1.115 -1.219 0.01 -0.17 -0.05
H -4.880 -2.675 -1.332 0.03 0.02 -0.01
H -2.441 -3.177 -1.309 -0.01 0.02 0.05
H -5.610 -0.295 -1.288 0.02 0.00 0.00
H -5.002 2.119 -1.266 0.03 -0.03 0.01
H -3.277 3.858 -1.213 0.03 -0.03 0.01
H -0.852 4.476 -1.135 0.00 -0.03 0.00
H 1.528 3.743 -1.123 -0.01 -0.02 -0.01
H 2.027 1.295 -1.193 -0.03 0.01 0.02

***

# 7
19
Properties=species:S:1:pos:R:3:forces:R:3 method="wB97M-V/def2-TZVPD" smiles="C=NOC(C)(C)CO" spin_multiplicity=1 total_charge=0 relative_energy_kj_mol=742.4
C -0.434 -1.703 -0.218 1.96 0.61 -5.65
C 0.240 -0.290 -0.240 4.14 -2.76 -0.05
C 1.738 -0.056 0.437 -2.00 2.04 1.25
C 0.177 0.511 -1.552 -0.74 -1.62 -3.91
C -1.556 1.513 2.340 1.12 -1.74 -6.92
H 0.091 -2.352 -1.010 -0.50 -0.20 1.98
H -0.745 -2.044 0.726 0.25 -0.66 1.09
H -1.302 -1.384 -0.815 -0.33 -0.74 0.49
H 1.480 -0.177 1.626 1.43 -0.42 -2.88
H 2.687 -0.591 -0.087 -2.60 1.26 1.59
H 1.771 1.163 0.384 0.59 -2.96 -0.11
H -0.911 0.882 -1.719 1.61 -1.36 -0.23
H 0.748 1.371 -1.690 1.02 1.73 1.42
H 0.692 -1.190 -2.508 0.60 3.47 -1.54
H -1.794 1.245 3.306 -0.71 0.06 2.08
H -1.793 2.531 1.785 0.79 -2.10 1.38
N -1.161 0.381 1.717 1.00 1.51 1.36
O 0.830 -0.163 -2.780 -2.08 -3.71 3.19
O -0.759 0.353 0.297 -5.56 7.61 5.45

***

# 8
35
Properties=species:S:1:pos:R:3:forces:R:3 method="wB97M-V/def2-TZVPD" spin_multiplicity=1 total_charge=+2 relative_energy_kj_mol=0.0
In 0.718 1.084 -2.072 0.21 -0.45 0.36
Br 5.732 0.215 3.090 0.00 0.00 0.01
C 4.704 0.332 1.594 -0.06 0.00 0.03
C 5.326 0.590 0.350 0.01 -0.09 -0.03
C 4.542 0.731 -0.737 0.01 -0.11 0.03
C 3.042 0.734 -0.679 -0.01 0.28 0.21
O 2.507 0.145 -1.756 0.01 -0.13 -0.05
C 2.485 0.241 0.652 -0.06 0.04 0.00
C 1.052 -0.017 0.876 0.05 0.01 -0.05
N 0.119 0.191 0.028 -0.04 0.00 0.05
C -1.227 0.060 0.477 -0.03 -0.03 -0.02
C -1.594 0.618 1.682 -0.02 0.02 -0.02
C -2.912 0.576 2.165 0.00 -0.01 -0.01
C -3.891 -0.005 1.416 0.01 0.00 0.00
C -3.579 -0.565 0.155 0.01 0.01 -0.01
C -4.585 -1.146 -0.650 0.01 -0.01 0.00
C -4.294 -1.695 -1.873 0.01 0.00 0.00
C -2.974 -1.682 -2.296 0.02 -0.03 0.02
N -2.032 -1.138 -1.534 0.02 0.00 0.01
C -2.246 -0.537 -0.314 0.00 0.01 0.03
C 3.292 0.116 1.728 0.07 -0.02 -0.04
H 6.404 0.643 0.296 0.00 0.01 -0.02
H 4.954 0.880 -1.728 -0.01 0.10 0.01
H 0.807 -0.418 1.860 -0.02 0.02 0.01
H -0.846 1.151 2.255 0.01 -0.01 0.00
H -3.140 1.023 3.123 -0.01 0.01 0.00
H -4.916 -0.037 1.761 0.00 0.01 0.00
H -5.603 -1.150 -0.280 0.00 0.00 0.00
H -5.049 -2.139 -2.504 0.00 -0.01 0.01
H -2.619 -2.098 -3.229 -0.02 0.01 -0.01
H 2.907 -0.142 2.706 0.00 -0.04 -0.01
O 1.486 2.564 -0.948 -0.16 0.22 0.00
O 2.821 2.203 -0.618 0.13 -0.04 -0.26
O -0.757 -1.204 -2.031 0.07 -0.08 -0.06
O -0.634 -0.122 -2.964 -0.20 0.31 -0.17